Computed, not measured: C23H25N4O4Tc as an isolated structure, with ωB97M-V/def2-TZVPD.

Structure (XYZ):
```
57
Properties=species:S:1:pos:R:3
Tc 0.239 0.269 0.627
C 3.615 1.601 2.893
C 2.768 1.381 1.681
O 1.578 0.907 1.925
C 3.231 1.695 0.427
C 2.539 1.549 -0.797
C 3.212 1.984 -2.058
N 1.328 1.022 -0.878
N 0.766 0.922 -2.166
C -0.372 0.318 -2.096
O -0.891 -0.109 -0.956
C -1.168 0.071 -3.313
C -0.925 0.775 -4.490
C -1.671 0.497 -5.623
C -2.655 -0.486 -5.588
C -2.899 -1.182 -4.414
C -2.160 -0.901 -3.275
H 3.396 0.838 3.638
H 3.385 2.575 3.331
H 4.673 1.580 2.640
H 4.228 2.105 0.371
H 4.094 2.577 -1.832
H 2.526 2.542 -2.692
H 3.507 1.101 -2.629
H -0.153 1.534 -4.505
H -1.486 1.048 -6.536
H -3.229 -0.709 -6.478
H -3.667 -1.945 -4.385
H -2.346 -1.434 -2.351
O 1.017 -1.484 0.479
C 0.372 -2.661 0.594
C 0.815 -3.717 -0.199
C 0.215 -4.956 -0.122
C -0.849 -5.179 0.753
C -1.281 -4.147 1.553
C -0.679 -2.884 1.488
C -1.075 -1.827 2.404
N -0.889 -0.522 2.228
C -1.318 0.124 3.382
C -1.799 -0.799 4.239
N -1.642 -2.016 3.606
H 1.639 -3.527 -0.876
H 0.569 -5.760 -0.755
H -1.331 -6.145 0.800
H -2.117 -4.308 2.225
H -1.229 1.186 3.518
H -2.223 -0.706 5.223
H -1.852 -2.916 4.006
C -0.492 3.821 2.368
C -1.443 3.067 1.469
O -0.728 2.255 0.496
H -1.048 4.337 3.153
H 0.066 4.572 1.806
H 0.220 3.137 2.837
H -2.101 3.732 0.915
H -2.068 2.373 2.022
H -0.208 2.826 -0.085
```

Output
- 2S+1 = 4
- orbital gap (spin up / spin down) (eV) = 8.22 / 6.61
- net charge = +1
- E_LUMO (spin up / spin down) (eV) = -2.49 / -4.25
- relative energy (zero: lowest compared OMol25 entry of this formula, charge and spin) (kcal/mol) = 7.7